[1]
# C6H8ClIN

An isolated ion of composition C6H8ClIN and charge +1 in a non-equilibrium geometry (ωB97M-V with the def2-TZVPD basis set, the Open Molecules 2025 dataset).

Structure (XYZ):
```
17
Properties=species:S:1:pos:R:3
C -1.837 1.645 -1.252
N -1.105 0.527 -0.727
C -1.248 0.001 0.447
C -0.592 -1.154 0.959
C 0.658 -1.642 0.785
C 1.853 -1.017 0.248
Cl 2.667 -2.004 -0.930
C 2.413 0.110 0.716
I 4.210 0.901 0.030
H -1.146 2.372 -1.680
H -2.498 1.305 -2.053
H -2.432 2.125 -0.478
H -0.404 0.136 -1.354
H -2.050 0.406 1.060
H -1.246 -1.739 1.598
H 0.830 -2.652 1.138
H 1.926 0.682 1.492
```

The LUMO energy comes out at -5.37 eV. As for the SMILES: C/[NH+]=C/C=C\C(Cl)=C\I. The charge is +1. The HOMO energy is -12.46 eV. The value obtained for the frontier orbital gap is 0.261 Eh.

=====

[2]
# C19H27NO

One molecule with the formula C19H27NO (ωB97M-V with the def2-TZVPD basis set, the Open Molecules 2025 dataset).

Structure (XYZ):
```
48
Properties=species:S:1:pos:R:3
C -3.640 -0.470 1.012
C -3.969 -0.515 -0.475
C -2.805 -0.104 -1.377
C -2.339 1.345 -1.179
C -1.098 1.459 -0.295
C -0.703 2.919 -0.081
C 0.613 3.070 0.693
N 1.734 2.535 -0.037
C 2.344 1.330 0.098
C 3.192 0.895 -0.867
C 3.977 -0.305 -0.778
O 4.728 -0.678 -1.666
C 3.859 -1.085 0.522
C 2.511 -0.929 1.221
C 1.379 -1.674 0.552
C 1.313 -1.887 -0.818
C 0.246 -2.572 -1.374
C -0.770 -3.061 -0.571
C -0.715 -2.856 0.797
C 0.347 -2.163 1.348
C 2.157 0.560 1.371
H -3.477 0.552 1.344
H -2.745 -1.052 1.218
H -4.462 -0.884 1.592
H -4.826 0.134 -0.675
H -4.261 -1.534 -0.740
H -1.964 -0.779 -1.208
H -3.127 -0.237 -2.413
H -2.104 1.786 -2.150
H -3.151 1.934 -0.747
H -1.285 0.987 0.671
H -0.275 0.921 -0.770
H -0.598 3.410 -1.052
H -1.491 3.437 0.468
H 0.804 4.135 0.870
H 0.536 2.581 1.664
H 1.892 2.983 -0.929
H 3.311 1.470 -1.776
H 4.647 -0.708 1.182
H 4.073 -2.136 0.323
H 2.606 -1.342 2.234
H 2.101 -1.530 -1.462
H 0.213 -2.730 -2.442
H -1.596 -3.603 -1.007
H -1.495 -3.245 1.435
H 0.384 -2.011 2.419
H 2.801 1.011 2.134
H 1.125 0.635 1.718
```

The LUMO energy comes out at 0.69 eV. As for the SMILES: CCCCCCCNC1=CC(=O)C[C@H](c2ccccc2)C1. The HOMO energy is -8.15 eV. The value obtained for the frontier orbital gap is 0.325 Eh.

=====

[3]
# C37H32IrN5O4PSSe

C37H32IrN5O4PSSe as an isolated structure in a non-equilibrium geometry (ωB97M-V with the def2-TZVPD basis set, the Open Molecules 2025 dataset).

Structure (XYZ):
```
82
Properties=species:S:1:pos:R:3
Ir 0.071 0.255 0.959
C -6.680 0.778 4.550
C -5.807 0.590 3.337
C -4.537 1.167 3.281
C -3.712 0.957 2.191
C -4.143 0.138 1.152
C -5.406 -0.426 1.177
C -6.234 -0.189 2.268
S -3.041 -0.172 -0.193
O -3.667 -1.179 -1.011
O -2.735 1.085 -0.793
N -1.690 -0.758 0.498
C -1.614 -2.119 0.815
C -2.614 -3.072 0.776
C -2.323 -4.444 0.947
C -1.051 -4.897 1.152
C -0.007 -3.950 1.256
C 1.355 -4.292 1.431
C 2.299 -3.315 1.545
C 1.883 -1.969 1.576
N 0.628 -1.633 1.412
C -0.315 -2.582 1.172
H -6.508 1.751 5.012
H -6.464 0.012 5.299
H -7.737 0.700 4.293
H -4.198 1.796 4.096
H -2.747 1.444 2.112
H -5.731 -1.036 0.344
H -7.230 -0.617 2.287
H -3.628 -2.780 0.553
H -3.138 -5.153 0.877
H -0.824 -5.953 1.225
H 1.631 -5.340 1.468
H 3.347 -3.551 1.656
H 2.570 -1.151 1.760
N -0.582 0.299 3.081
C -0.207 1.610 3.621
C 1.193 1.940 3.129
O 1.820 2.817 3.699
O 1.605 1.229 2.131
H -1.538 0.037 3.301
H 0.034 -0.411 3.462
H -0.219 1.643 4.710
H -0.884 2.375 3.239
N 1.312 0.100 -0.560
P 2.071 0.571 -1.767
C 3.098 2.068 -1.567
C 3.145 2.659 -0.310
C 3.945 3.779 -0.103
C 4.691 4.306 -1.147
C 4.648 3.717 -2.406
C 3.854 2.598 -2.614
C 1.016 0.939 -3.211
C -0.178 1.605 -2.921
C -1.103 1.844 -3.925
C -0.844 1.421 -5.225
C 0.346 0.773 -5.523
C 1.276 0.533 -4.517
C 3.231 -0.739 -2.306
C 4.609 -0.643 -2.150
C 5.420 -1.759 -2.348
C 4.858 -2.973 -2.708
C 3.478 -3.082 -2.848
C 2.671 -1.976 -2.633
H 2.575 2.228 0.503
H 3.985 4.229 0.882
H 5.310 5.181 -0.984
H 5.235 4.126 -3.219
H 3.828 2.123 -3.590
H -0.390 1.897 -1.899
H -2.034 2.342 -3.685
H -1.578 1.587 -6.005
H 0.546 0.445 -6.537
H 2.205 0.023 -4.749
H 5.054 0.305 -1.874
H 6.492 -1.674 -2.214
H 5.491 -3.837 -2.872
H 3.032 -4.036 -3.106
H 1.591 -2.061 -2.698
Se -2.334 4.499 0.668
C -1.259 3.070 0.628
N -0.517 2.177 0.687
```

The LUMO energy comes out at 1.97 eV. The charge is -1. The HOMO energy is -4.23 eV. The value obtained for the frontier orbital gap is 0.228 Eh.

=====

[4]
# C42H57N3NiO2SSi5Te

C42H57N3NiO2SSi5Te as an isolated structure in a non-equilibrium geometry (ωB97M-V with the def2-TZVPD basis set, the Open Molecules 2025 dataset).

Structure (XYZ):
```
112
Properties=species:S:1:pos:R:3
Ni 0.384 1.780 -0.535
C -0.037 1.628 5.202
C 0.991 1.263 4.311
C 0.920 1.601 2.963
C -0.194 2.308 2.492
C -1.216 2.706 3.354
C -1.124 2.376 4.710
N -0.179 2.796 1.185
N -0.767 3.904 0.976
C -0.778 4.328 -0.316
C -1.527 5.488 -0.693
C -1.471 5.941 -1.994
C -0.553 5.301 -2.899
C 0.090 4.153 -2.460
N -0.082 3.628 -1.230
H 0.022 1.409 6.273
H 1.854 0.682 4.688
H 1.747 1.361 2.287
H -1.975 3.364 2.958
H -1.927 2.675 5.388
H -2.011 5.997 0.163
H -2.119 6.764 -2.301
H -0.383 5.582 -3.939
H 0.750 3.570 -3.108
S 0.851 0.092 -3.303
C 0.821 0.444 -1.746
O -1.714 1.316 -0.673
Si -3.165 0.750 -1.153
C -3.389 -1.081 -0.875
C -4.317 -1.556 0.042
C -4.486 -2.942 0.246
C -3.649 -3.845 -0.413
C -2.749 -3.366 -1.366
C -2.610 -2.009 -1.587
C -4.597 1.724 -0.399
C -5.843 1.871 -1.027
C -6.867 2.557 -0.364
C -6.673 3.145 0.893
C -5.435 3.007 1.500
C -4.384 2.304 0.846
C -3.375 0.932 -3.055
C -3.103 2.183 -3.606
C -3.177 2.354 -4.990
C -3.582 1.330 -5.820
C -3.873 0.083 -5.262
C -3.830 -0.090 -3.879
H -4.941 -0.837 0.608
H -5.190 -3.290 0.994
H -3.653 -4.911 -0.130
H -2.106 -4.072 -1.884
H -1.889 -1.662 -2.349
H -6.038 1.435 -2.021
H -7.807 2.657 -0.895
H -7.477 3.644 1.416
H -5.217 3.506 2.449
H -3.408 2.187 1.357
H -2.721 2.972 -2.952
H -2.918 3.342 -5.391
H -3.684 1.505 -6.899
H -4.172 -0.789 -5.887
H -4.224 -1.030 -3.446
C 4.534 3.302 0.087
C 3.397 2.622 -0.598
C 3.794 2.106 -1.949
O 2.247 2.519 -0.069
H 5.287 2.564 0.401
H 4.223 3.853 0.975
H 4.984 4.010 -0.647
H 4.876 2.085 -2.057
H 3.413 2.807 -2.722
H 3.332 1.139 -2.126
C 1.185 -2.619 4.118
Si 1.176 -3.476 2.409
C 1.927 -5.204 2.623
C -0.650 -3.639 1.889
Si 2.200 -2.161 0.727
Te 0.175 -0.775 0.039
Si 2.634 -3.550 -1.187
C 1.044 -4.277 -1.993
C 3.845 -4.952 -0.655
C 3.505 -2.434 -2.439
Si 4.346 -1.530 1.664
C 5.615 -1.007 0.392
C 5.037 -2.998 2.701
C 4.058 -0.090 2.861
H 0.844 -3.308 4.877
H 0.493 -1.769 4.117
H 2.182 -2.232 4.395
H 1.572 -5.704 3.531
H 2.997 -5.159 2.715
H 1.680 -5.867 1.769
H -1.028 -4.572 2.303
H -0.782 -3.666 0.826
H -1.236 -2.825 2.305
H 0.401 -4.698 -1.235
H 1.331 -5.026 -2.704
H 0.527 -3.494 -2.551
H 3.557 -5.435 0.281
H 4.831 -4.529 -0.512
H 3.908 -5.743 -1.406
H 2.874 -1.643 -2.789
H 3.735 -3.019 -3.332
H 4.450 -2.056 -2.085
H 5.990 -1.865 -0.175
H 6.495 -0.626 0.906
H 5.251 -0.257 -0.282
H 5.083 -3.963 2.167
H 4.601 -3.090 3.668
H 6.107 -2.746 2.886
H 3.969 0.885 2.389
H 4.940 -0.050 3.511
H 3.223 -0.299 3.528
```

The LUMO energy (alpha / beta) comes out at 2.18 / 2.17 eV. Its multiplicity is 4. The charge is -1. The HOMO energy (alpha / beta) is -3.16 / -4.47 eV. The value obtained for the frontier orbital gap (alpha / beta) is 0.196 / 0.244 Eh.

=====

[5]
# C33H78N2O7

A 7-piece molecular cluster, C33H78N2O7 overall in a non-equilibrium geometry (ωB97M-V with the def2-TZVPD basis set, the Open Molecules 2025 dataset).

Structure (XYZ):
```
120
Properties=species:S:1:pos:R:3
C -3.769 4.870 2.738
C -2.934 4.176 1.674
C -1.814 5.129 1.171
C -2.197 2.967 2.277
C -1.766 1.898 1.276
C -2.873 1.537 0.304
C -3.537 2.730 -0.423
C -2.520 3.233 -1.486
C -4.819 2.206 -1.046
N -3.826 3.706 0.627
O -4.622 4.765 0.103
H -3.192 4.928 3.668
H -4.011 5.912 2.525
H -4.682 4.322 2.962
H -1.396 5.705 2.000
H -0.969 4.676 0.657
H -2.297 5.878 0.531
H -1.300 3.351 2.767
H -2.818 2.475 3.031
H -0.842 2.074 0.715
H -1.599 1.002 1.882
H -3.664 1.113 0.933
H -2.494 0.793 -0.399
H -2.986 4.002 -2.106
H -2.230 2.373 -2.086
H -1.659 3.670 -0.988
H -5.562 3.000 -1.074
H -5.238 1.329 -0.552
H -4.619 1.833 -2.055
H -3.985 5.325 -0.371
C 0.116 4.479 -3.659
C 1.497 4.131 -4.236
C 1.449 4.477 -5.737
C 2.557 5.012 -3.577
C 2.926 4.595 -2.145
C 3.264 3.115 -2.117
C 2.219 2.201 -2.771
C 2.907 0.853 -2.992
C 1.011 2.049 -1.851
N 1.904 2.732 -4.115
O 0.969 1.893 -4.742
H -0.241 5.434 -4.040
H -0.574 3.705 -4.012
H 0.044 4.454 -2.574
H 0.823 3.816 -6.330
H 1.148 5.518 -5.859
H 2.467 4.415 -6.133
H 3.513 4.958 -4.112
H 2.318 6.076 -3.626
H 3.770 5.178 -1.769
H 2.140 4.817 -1.414
H 3.357 2.811 -1.069
H 4.259 2.956 -2.542
H 2.217 0.031 -3.189
H 3.473 0.571 -2.097
H 3.665 0.877 -3.777
H 1.186 1.389 -0.996
H 0.182 1.593 -2.398
H 0.702 3.000 -1.420
H 1.476 1.310 -5.318
C -0.599 -5.890 -1.637
C -2.032 -5.369 -1.654
C -3.102 -6.437 -1.723
O -2.261 -4.728 -0.403
H -0.482 -6.625 -0.839
H 0.097 -5.072 -1.418
H -0.186 -6.257 -2.581
H -2.145 -4.630 -2.464
H -4.109 -6.029 -1.704
H -2.948 -7.138 -0.902
H -2.995 -7.035 -2.636
H -1.546 -4.112 -0.196
C 4.536 -2.158 3.392
C 3.787 -1.413 4.481
C 4.267 0.044 4.561
O 2.387 -1.475 4.278
H 4.140 -3.172 3.301
H 5.585 -2.215 3.687
H 4.462 -1.695 2.406
H 4.022 -1.930 5.417
H 5.336 0.092 4.765
H 3.764 0.618 5.343
H 4.048 0.561 3.623
H 2.007 -0.596 4.227
C -2.438 -2.171 2.958
C -2.996 -1.644 4.257
C -4.139 -0.648 4.059
O -3.321 -2.782 5.094
H -1.448 -2.617 3.026
H -2.210 -1.291 2.336
H -3.162 -2.757 2.395
H -2.188 -1.236 4.881
H -4.723 -0.529 4.976
H -4.816 -0.943 3.260
H -3.748 0.361 3.908
H -3.016 -2.657 5.990
C 2.711 -7.622 -0.214
C 3.109 -6.190 -0.602
C 3.383 -5.335 0.635
O 4.355 -6.329 -1.336
H 1.827 -7.629 0.431
H 3.473 -8.134 0.379
H 2.513 -8.186 -1.125
H 2.359 -5.780 -1.271
H 2.611 -5.443 1.400
H 3.366 -4.294 0.295
H 4.358 -5.538 1.073
H 4.921 -6.826 -0.735
C 0.510 -1.026 1.433
C 0.019 -1.971 0.344
C 0.743 -1.697 -0.975
O 0.338 -3.316 0.698
H -0.022 -1.132 2.375
H 0.437 0.028 1.156
H 1.576 -1.204 1.605
H -1.061 -1.872 0.228
H 0.558 -0.746 -1.476
H 0.533 -2.494 -1.694
H 1.829 -1.773 -0.851
H 1.204 -3.342 1.118
```

The LUMO energy comes out at 0.24 eV. As for the SMILES: CC1(C)CCCC(C)(C)N1O.CC1(C)CCCC(C)(C)N1O.CC(C)O.CC(C)O.CC(C)O.CC(C)O.CC(C)O. The HOMO energy is -8.40 eV. The value obtained for the frontier orbital gap is 0.318 Eh.

=====

[6]
# C32H43ClIN8O4P2S2V

C32H43ClIN8O4P2S2V as an isolated structure in a non-equilibrium geometry (ωB97M-V with the def2-TZVPD basis set, the Open Molecules 2025 dataset).

Structure (XYZ):
```
94
Properties=species:S:1:pos:R:3
V 9.928 10.795 10.731
C 12.467 15.176 9.579
C 11.225 14.345 9.767
S 11.478 12.787 10.388
C 9.927 14.963 9.417
C 9.927 16.398 8.917
S 8.454 14.238 9.500
H 13.359 14.585 9.833
H 12.447 16.086 10.223
H 12.561 15.531 8.530
H 10.958 16.735 8.805
H 9.410 17.089 9.616
H 9.413 16.483 7.933
C 6.763 8.535 14.753
C 5.867 8.849 13.721
C 6.330 9.374 12.514
C 7.722 9.576 12.350
C 8.639 9.218 13.355
C 8.141 8.702 14.549
N 8.160 10.168 11.167
N 7.205 10.267 10.234
C 7.646 10.876 9.124
C 6.834 11.087 7.993
C 7.420 11.630 6.868
C 8.810 11.963 6.848
C 9.546 11.792 7.980
N 8.936 11.296 9.085
H 6.384 8.143 15.701
H 4.791 8.690 13.856
H 5.686 9.605 11.651
H 9.707 9.416 13.195
H 8.849 8.442 15.349
H 5.780 10.787 8.054
H 6.812 11.793 5.963
H 9.277 12.360 5.945
H 10.607 12.037 8.083
Cl 14.473 5.835 9.611
C 13.491 7.008 10.310
C 13.715 7.414 11.621
C 12.965 8.430 12.267
I 13.148 8.875 14.252
C 11.994 9.054 11.478
O 11.283 10.054 11.992
C 11.682 8.616 10.169
N 10.582 9.200 9.619
C 10.131 8.686 8.438
C 10.781 7.652 7.781
C 11.932 7.072 8.335
C 12.404 7.561 9.565
H 14.534 6.916 12.142
H 9.197 9.108 8.042
H 10.350 7.281 6.845
H 12.473 6.255 7.854
C 6.937 12.536 14.963
N 7.388 13.032 13.656
C 6.455 12.797 12.541
P 8.610 14.092 13.424
O 9.372 13.893 12.151
O 9.564 13.904 14.749
P 10.737 12.761 14.629
O 10.292 11.669 13.725
N 10.968 12.247 16.149
C 10.611 10.888 16.571
C 11.544 13.126 17.197
N 12.071 13.632 14.225
C 13.198 12.791 13.737
C 11.991 14.929 13.517
N 8.051 15.617 13.567
C 7.342 16.030 14.807
C 8.794 16.718 12.907
H 6.826 11.435 14.904
H 5.947 12.953 15.239
H 7.658 12.757 15.761
H 6.138 11.733 12.516
H 6.959 13.024 11.589
H 5.547 13.437 12.621
H 10.125 10.346 15.744
H 9.942 10.936 17.447
H 11.524 10.342 16.879
H 11.770 14.132 16.799
H 12.491 12.700 17.583
H 10.833 13.230 18.053
H 13.326 11.908 14.382
H 14.117 13.388 13.782
H 13.028 12.431 12.698
H 11.186 15.561 13.928
H 11.823 14.803 12.431
H 12.948 15.453 13.688
H 6.596 15.268 15.118
H 6.808 16.968 14.591
H 8.033 16.206 15.657
H 9.379 16.352 12.053
H 9.466 17.229 13.626
H 8.054 17.464 12.553
```

The LUMO energy (alpha / beta) comes out at 1.99 / 2.05 eV. Its multiplicity is 4. The charge is -1. The HOMO energy (alpha / beta) is -3.28 / -3.46 eV. The value obtained for the frontier orbital gap (alpha / beta) is 0.193 / 0.202 Eh.

=====

Calculated relative energy (zero: lowest compared OMol25 entry of this formula, charge and spin), 0.0 7.2 35.2 0.0 36.6 0.0 kcal/mol (same order as the records).
Calculated total energy, -1045.7631 -870.1986 -5249.3539 -5571.5105 -1940.2045 -5165.4248 Eh (same order as the records).